[1]
17
Properties=species:S:1:pos:R:3:mulliken_charge:R:1 method="wB97M-V/def2-TZVPD" charge=+1 spin_multiplicity=1 smiles=C[C@H]([NH3+])C(O)(O)O e_tot_ha=-400.513993
O 1.020 0.041 1.361 -0.43
O 1.808 -1.189 -0.318 -0.51
O 1.894 1.156 -0.486 -0.52
N -0.790 -1.419 -0.190 -0.30
C -0.913 1.127 0.080 -1.23
C -0.235 -0.052 -0.594 0.07
C 1.180 -0.004 0.033 0.26
H -1.722 1.529 -0.427 0.43
H -0.180 -2.174 -0.596 0.39
H -0.101 1.963 0.218 0.29
H -1.762 -1.580 -0.335 0.31
H -1.229 0.724 0.993 0.41
H -0.061 0.074 -1.663 0.42
H 2.259 0.901 -1.433 0.38
H 1.848 0.236 1.670 0.35
H -0.606 -1.459 0.788 0.37
H 2.671 -1.087 -0.059 0.32

[2]
17
Properties=species:S:1:pos:R:3:mulliken_charge:R:1 method="wB97M-V/def2-TZVPD" charge=+1 spin_multiplicity=1 e_tot_ha=-400.502881
O 2.760 0.228 -0.217 -0.70
O -0.713 -2.134 0.564 -0.45
O 0.139 0.115 -1.598 -0.46
N 0.313 0.227 1.258 -0.26
C -0.915 0.699 -0.913 -0.69
C -1.531 -1.255 0.491 -0.17
C -1.013 0.145 0.570 0.23
H -0.185 -0.514 -2.256 0.33
H -1.836 0.720 -1.492 0.46
H 1.166 0.042 0.693 0.23
H 0.468 -0.669 1.792 0.40
H 2.476 0.565 -1.080 0.32
H 3.312 -0.510 -0.511 0.34
H 0.367 1.052 1.853 0.37
H -0.651 1.808 -0.686 0.29
H -1.537 0.960 1.070 0.37
H -2.620 -1.480 0.462 0.39

Calculated values (eV) of HOMO energy for the records, taken in order: -15.8 -14.7.
Calculated values (kJ/mol) of relative energy (zero: lowest compared OMol25 entry of this formula, charge and spin) for the records, taken in order: 185.5 214.7.
Calculated values (eV) of Kohn-Sham gap for the records, taken in order: 12.3 11.1.